Entry 1:
91
Properties=species:S:1:pos:R:3:mulliken_charge:R:1 method="wB97M-V/def2-TZVPD" energy_ev=-67139.859 e_above_lowest_kj_mol=696.5
C -7.13385 -2.48874 4.42380 -0.9914
N -6.77381 -1.16689 3.95056 0.1024
C -7.84917 -0.33470 3.45388 -0.8260
C -5.47385 -0.76060 3.87662 0.9401
C -5.13652 0.54227 3.41009 -0.5188
C -3.82527 0.84768 3.10174 -0.7098
C -2.77822 -0.10390 3.21898 0.7285
C -1.44675 0.19780 2.74690 0.0279
C -0.38490 -0.60885 3.14862 -1.3499
C 0.97085 -0.23696 3.38970 0.4179
C 1.98124 -1.28623 3.54670 0.7155
C 1.71518 -2.62125 3.13887 -0.7819
C 2.61662 -3.65419 3.35298 -1.1838
C 3.91611 -3.38674 3.86373 1.3176
N 4.86328 -4.36843 3.94774 0.1562
C 6.27377 -4.06299 4.10673 -1.2285
C 4.54206 -5.78423 3.88939 -1.1515
C 4.21090 -2.04891 4.24451 -0.8968
C 3.24940 -1.05662 4.14851 -0.5943
C 1.35229 1.17175 3.47639 0.4007
C 0.50055 2.16200 4.02231 -0.2188
C 0.86860 3.49952 4.03726 -1.1009
C 2.16136 3.90387 3.59764 1.5321
N 2.60558 5.18998 3.73656 0.1123
C 4.00199 5.53427 3.49944 -1.1322
C 1.77405 6.30712 4.13650 -1.0936
C 3.00288 2.91759 3.02257 -1.0373
C 2.60931 1.59715 2.99079 -0.8156
C -3.10292 -1.30960 3.90772 -0.8972
C -4.40922 -1.63739 4.22911 -1.0064
H -6.83459 -2.63641 5.47250 0.3180
H -8.21916 -2.58228 4.34851 0.2526
H -6.66938 -3.28651 3.82852 0.3693
H -7.74585 -0.13607 2.37168 0.2810
H -8.78498 -0.87274 3.62232 0.2539
H -7.86703 0.63272 3.97918 0.2934
H -5.91186 1.29770 3.27208 0.2453
H -3.56258 1.85195 2.76162 0.5262
H -1.26371 1.18146 2.27380 0.5835
H -0.60841 -1.66889 3.29582 -0.2410
H 0.78605 -2.85522 2.62447 0.4471
H 2.35292 -4.67419 3.07000 0.2801
H 6.55368 -3.18466 3.50887 0.4376
H 6.53211 -3.85762 5.15801 0.3062
H 6.85061 -4.93510 3.77306 0.4134
H 3.48631 -5.95065 4.13151 0.3369
H 4.76091 -6.19823 2.89083 0.3317
H 5.16207 -6.31187 4.62792 0.4329
H 5.20417 -1.80524 4.62395 0.3965
H 3.49900 -0.07511 4.54309 0.6931
H -0.44864 1.86314 4.47194 0.6359
H 0.16378 4.24854 4.40531 0.1856
H 4.67558 4.73980 3.85810 0.3489
H 4.19145 5.69556 2.42247 0.3052
H 4.23141 6.46081 4.04122 0.4027
H 0.71558 6.06378 4.03697 0.3195
H 1.98383 6.61159 5.17513 0.3376
H 2.00654 7.16485 3.48786 0.4059
H 3.96519 3.19313 2.59311 0.4216
H 3.29992 0.87596 2.55811 0.6215
H -2.30338 -1.99327 4.19278 0.4380
H -4.61684 -2.57852 4.74080 0.3903
C -6.72908 0.35837 -1.11923 -0.5397
C -6.06675 1.13532 -0.16330 -0.8567
C -4.69156 0.97262 0.04013 -0.0163
C -4.00415 -0.02072 -0.65730 0.3285
S -2.28640 -0.46616 -0.30580 1.5200
C -1.58029 0.95997 0.44749 -0.9303
C -0.24537 1.28682 -0.08541 0.2308
C -0.00603 2.43233 -0.89702 -0.6999
C 1.27433 2.78191 -1.27478 -0.7622
C 2.36682 2.03528 -0.78350 -0.2673
N 3.64826 2.63544 -0.71094 1.0248
O 4.51748 2.11939 0.04422 -0.6105
O 3.86101 3.68596 -1.35947 -0.6473
C 2.14961 0.81680 -0.10532 -0.3969
C 0.85955 0.44398 0.20427 -0.1781
O -2.36684 -1.55454 0.64921 -0.6634
O -1.64184 -0.68570 -1.58342 -0.7697
C -4.63968 -0.73946 -1.67609 -0.6512
C -6.00628 -0.55303 -1.89795 -0.5304
H -7.80776 0.45388 -1.24750 0.3768
H -6.61359 1.86045 0.44455 0.4363
H -4.19075 1.60243 0.77220 0.2729
H -2.29991 1.78400 0.33165 0.8948
H -0.87355 2.99153 -1.25594 0.4289
H 1.46795 3.64580 -1.90548 0.4792
H 3.01260 0.21158 0.17244 0.3700
H 0.68292 -0.51534 0.69362 0.6702
H -4.06733 -1.44263 -2.28278 0.4277
H -6.50865 -1.14334 -2.66589 0.3722

***

Entry 2:
40
Properties=species:S:1:pos:R:3:mulliken_charge:R:1 method="wB97M-V/def2-TZVPD" energy_ev=-250938.560 e_above_lowest_kj_mol=38.5
Ru 0.08514 1.46176 -2.29442 -0.6318
Se 2.32041 1.63917 -2.76655 -0.0458
Te 3.22189 3.92374 -2.98160 0.0185
Te 1.04767 5.40851 -3.01753 0.0726
Se -0.68871 3.76996 -2.57327 -0.1025
Br -2.39277 0.89719 -2.37824 -0.0360
C -2.15756 -0.96477 -2.71575 0.8087
C -3.26270 -1.71570 -2.96735 -0.7411
C -3.09805 -3.10489 -3.14146 -0.4709
C -1.85772 -3.65716 -3.01280 -0.9361
C -0.71830 -2.86443 -2.72708 0.8647
C 0.54525 -3.46553 -2.52423 -0.7453
C 1.60760 -2.68652 -2.18397 -1.1925
C 1.47190 -1.28376 -2.08993 0.5701
C 0.29892 -0.61380 -2.34743 0.2835
C -0.83974 -1.45219 -2.60901 0.0935
H -4.24296 -1.26253 -3.01886 0.3982
H -3.96118 -3.72208 -3.35011 0.3816
H -1.72298 -4.72717 -3.11284 0.3662
H 0.63793 -4.54070 -2.61272 0.3719
H 2.57397 -3.13455 -1.98897 0.3838
H 2.36308 -0.74192 -1.79497 0.3724
O 1.45386 2.87042 0.09235 -0.4521
C 0.74577 1.94237 0.43324 0.4495
O 0.08733 1.13526 -0.34462 -0.2282
C 0.59665 1.57892 1.89142 0.3812
C -0.13765 0.46926 2.28882 -0.7022
C -0.23313 0.18525 3.63816 -0.1469
C 0.37056 0.95688 4.61075 -0.3237
C 1.09208 2.05066 4.17479 -0.0300
C 1.22014 2.37827 2.83896 -0.6450
N 1.75371 2.90159 5.18638 1.0702
O 2.37602 3.86207 4.78647 -0.6166
O 1.63295 2.58111 6.35005 -0.6226
N -1.01456 -0.99516 4.06464 1.0861
O -1.54023 -1.65956 3.19713 -0.6221
O -1.08873 -1.21506 5.25527 -0.6234
H -0.62319 -0.16077 1.55912 0.6967
H 0.28334 0.71724 5.65864 0.6103
H 1.79399 3.23858 2.52755 0.6353

***

Entry 3:
17
Properties=species:S:1:pos:R:3:mulliken_charge:R:1 method="wB97M-V/def2-TZVPD" energy_ev=-13418.054 e_above_lowest_kj_mol=313.8
C -1.45598 -1.63639 -2.00934 -0.3468
C -1.35024 -1.99679 -0.68785 -0.1492
C -0.68002 -1.26944 0.16127 -0.7676
C -0.07851 -0.04417 -0.25337 0.6066
C 0.64160 0.86483 0.62165 0.3798
N 0.29330 2.04122 0.93612 -0.5305
C 1.28803 2.47051 1.91728 -0.5580
C 2.03167 1.42409 2.13813 0.0047
O 1.63850 0.36339 1.35662 -0.2979
N -0.25402 0.40748 -1.53790 -0.5251
C -0.89060 -0.43049 -2.39979 -0.4465
H -1.97150 -2.20388 -2.75686 0.3718
H -1.86926 -3.06698 -0.32389 0.1826
H -0.73353 -1.36181 1.08329 0.6188
H 1.44548 3.36819 2.27768 0.5046
H 2.94674 1.24780 2.77767 0.3276
H -1.00167 -0.17758 -3.30072 0.6251

***

Entry 4:
50
Properties=species:S:1:pos:R:3:mulliken_charge:R:1 method="wB97M-V/def2-TZVPD" energy_ev=-26639.966 e_above_lowest_kj_mol=10.5
C 0.53897 1.20912 -5.47770 -0.8997
N -0.33484 1.01042 -4.30310 -0.1503
C 0.05912 0.30589 -3.24042 -0.2145
O 1.18058 -0.24232 -3.18086 -0.7205
C -0.93883 0.14947 -2.09025 0.5151
C -1.57509 -1.23718 -2.14842 -1.5056
C -2.91200 -1.38657 -1.41040 0.9289
C -3.05610 -0.88112 0.01986 -1.4752
C -3.22883 -2.88382 -1.42823 -1.6041
N -0.21435 0.24541 -0.80697 0.3405
C 0.13977 1.37689 -0.19267 0.2807
O -0.31921 2.48871 -0.53792 -0.7608
C 1.14137 1.24993 0.97441 -0.1188
C 0.36187 1.19002 2.31435 -1.3094
C 1.22505 1.08565 3.57724 1.0661
C 0.28418 0.73162 4.69444 -1.6418
C 1.96806 2.35846 4.01758 -1.5169
N 2.14162 0.15389 0.91367 -0.1225
C 1.97600 -1.16233 0.93304 0.9642
C 3.23332 -1.98662 0.97594 -1.4573
O 0.88330 -1.72396 0.87282 -0.6936
H 1.23307 2.01672 -5.35258 0.2853
H 1.10751 0.33640 -5.71428 0.3139
H -0.18989 1.45849 -6.26730 0.3268
H -1.25149 1.40691 -4.31625 0.2857
H -1.72000 0.90619 -2.14634 0.6323
H -0.83287 -1.92684 -1.71817 0.3345
H -1.70017 -1.49851 -3.19454 0.4372
H -3.66471 -0.86219 -1.96420 0.2513
H -2.91702 0.17745 0.00916 0.3386
H -2.32523 -1.33691 0.65760 0.2558
H -4.07138 -1.10956 0.42855 0.4535
H -2.50925 -3.40994 -0.80775 0.3829
H -3.15413 -3.24451 -2.43224 0.4351
H -4.24436 -3.01412 -1.01065 0.3984
H 0.20236 -0.60301 -0.47400 -0.2515
H 1.74288 2.17091 0.94326 0.5437
H -0.19360 2.09258 2.31348 0.6190
H -0.24185 0.31560 2.23650 0.3876
H 1.96326 0.26864 3.48913 0.0635
H -0.12356 -0.23569 4.44789 0.3984
H 0.76588 0.62224 5.65883 0.4504
H -0.53891 1.47025 4.72858 0.3325
H 2.36085 2.25037 5.04076 0.4308
H 2.79167 2.58337 3.32500 0.3458
H 1.27336 3.19969 3.97001 0.3205
H 3.08688 0.42776 0.80100 0.2347
H 3.90335 -1.56355 0.23950 0.3968
H 2.99439 -2.98952 0.66423 0.3783
H 3.69904 -1.96079 1.96841 0.3134

***

Entry 5:
20
Properties=species:S:1:pos:R:3:lowdin_spin:R:1 method="wB97M-V/def2-TZVPD" total_charge=-1 multiplicity=2 energy_ev=-22329.698 e_above_lowest_kj_mol=63.3
C -1.00325 -0.35780 0.23044 0.0008
O -1.50676 0.53434 -0.67213 0.0007
C -0.59290 0.45049 1.57260 0.0016
C -0.12088 -0.40980 2.65541 0.0808
S 1.57758 -0.06816 3.48790 0.8765
H -1.82575 -1.14294 0.56999 0.0001
H -0.08761 -0.86528 -0.23630 0.0000
H -1.50928 1.04249 1.74111 0.0001
H 0.11135 1.14213 1.11662 0.0000
H -0.17540 -1.48562 2.42036 0.0098
H -0.80308 -0.33547 3.57317 0.0278
H 1.18333 1.47118 -1.49585 0.0000
H -0.54873 1.11484 -1.11386 0.0000
O 0.36854 1.66505 -1.90438 0.0000
H -0.93665 0.27837 -2.87637 0.0000
H -1.50347 -1.09059 -2.55325 0.0000
O -0.99211 -0.65431 -3.29069 0.0000
H 2.48855 -0.63333 -1.77626 0.0000
H 2.82416 0.05120 -0.42237 0.0007
O 3.05234 -0.70677 -1.02614 0.0012